{
  "formula": "C2H8O4",
  "method": "the ωB97M-V functional and the def2-TZVPD basis",
  "spin_multiplicity": 2,
  "e_homo_ha": [-0.519, -0.519],
  "charge": 1,
  "s_squared": 0.76,
  "gap_ev": [9.1, 3.8],
  "e_lumo_ev": [-5.0, -10.4],
  "symbols": ["O", "C", "O", "C", "H", "H", "H", "H", "H", "H", "O", "H", "H", "O"],
  "positions_angstrom": [[0.0101, -1.1511, 0.2361], [0.2810, -0.5391, -0.7771], [1.2870, 0.3326, -0.9593], [-0.5836, -0.6257, -1.9668], [2.0711, -0.0439, -0.3481], [-1.5778, -0.7732, -1.4440], [-0.6923, 0.4055, -2.3331], [-0.3059, -1.4288, -2.7807], [2.0323, -1.4983, 1.0382], [3.5634, -0.8613, 1.3848], [2.9255, -1.1085, 0.6801], [-2.4950, 2.9889, 2.2229], [-3.2667, 1.9879, 2.9719], [-3.2489, 2.3149, 2.0750]],
  "forces_ev_per_angstrom": [[0.115, -0.699, 1.082], [2.718, 3.214, -2.967], [0.186, -3.058, 2.208], [-2.921, -1.209, -0.148], [-0.526, 0.986, -0.362], [0.458, -0.609, -1.450], [0.643, -0.240, -0.215], [-0.426, 1.571, 1.920], [3.250, 0.807, -0.032], [-0.949, -0.317, -0.231], [-2.589, -0.429, 0.208], [-1.817, -1.280, -0.866], [-0.563, -0.582, 0.479], [2.421, 1.846, 0.375]]
}


{
  "formula": "C2H5NO",
  "method": "the ωB97M-V functional and the def2-TZVPD basis",
  "e_homo_ha": -0.360,
  "charge": 0,
  "gap_ev": 10.7,
  "e_lumo_ev": 0.9,
  "smiles": "CNC=O",
  "symbols": ["C", "N", "C", "O", "H", "H", "H", "H", "H"],
  "positions_angstrom": [[-0.0766, 1.0718, -0.2112], [-0.2079, -0.3606, -0.4269], [0.3014, -1.2623, 0.4470], [1.2812, -1.0524, 1.1322], [-0.9766, 1.4743, 0.2651], [0.7563, 1.3170, 0.4399], [0.0732, 1.6064, -1.1458], [-0.9219, -0.5774, -1.0819], [-0.2291, -2.2168, 0.5815]],
  "forces_ev_per_angstrom": [[0.110, 0.409, 0.121], [0.135, 0.818, 0.174], [0.515, -0.150, 0.551], [-0.197, 0.208, 0.081], [-0.009, -0.074, -0.063], [0.137, -0.336, -0.013], [0.027, -0.090, -0.144], [-0.552, -0.741, -0.039], [-0.167, -0.042, -0.667]]
}


{
  "formula": "ClFH2NOP",
  "method": "the ωB97M-V functional and the def2-TZVPD basis",
  "e_homo_ha": [-0.356, -0.336],
  "charge": 0,
  "gap_ev": [8.1, 7.7],
  "e_lumo_ev": [-1.6, -1.4],
  "symbols": ["N", "O", "F", "P", "Cl", "H", "H"],
  "positions_angstrom": [[0.0012, 1.4217, 1.2409], [-1.0198, -0.2795, -0.9638], [1.3045, 0.1701, -1.1471], [0.2740, -0.3769, -0.0596], [0.3225, -2.4597, -0.0341], [0.7629, 1.0961, 1.7974], [-1.6453, 0.4283, -0.8337]],
  "forces_ev_per_angstrom": [[-0.529, -2.529, -2.322], [-0.225, -0.793, -0.289], [0.050, -1.141, 0.777], [-0.944, 2.765, 0.287], [0.570, 0.983, -0.060], [1.136, 0.116, 1.208], [-0.059, 0.600, 0.399]]
}


{
  "formula": "C5H6",
  "method": "the ωB97M-V functional and the def2-TZVPD basis",
  "e_homo_ha": -0.317,
  "charge": 0,
  "gap_ev": 9.1,
  "e_lumo_ev": 0.5,
  "smiles": "C#CC1CC1",
  "symbols": ["C", "C", "C", "C", "C", "H", "H", "H", "H", "H", "H"],
  "positions_angstrom": [[2.7345, 0.0212, -0.0247], [1.3449, -0.2488, -0.1286], [0.0736, -0.2046, 0.4021], [-0.9332, 0.7832, -0.1298], [-1.3384, -0.5951, -0.1500], [3.6897, -0.0436, -0.3563], [0.0315, 0.1355, 1.5553], [-1.3432, 1.4628, 0.7440], [-0.8774, 1.1849, -1.3830], [-1.3478, -1.2778, -1.0659], [-2.0343, -1.2178, 0.5367]],
  "forces_ev_per_angstrom": [[-13.802, -2.192, -0.448], [13.218, 1.772, 0.437], [-2.777, 1.832, 3.331], [-1.690, 3.520, -2.828], [-0.302, -5.016, 0.643], [2.481, -0.157, -0.777], [0.505, -1.763, -2.401], [0.630, -1.039, -2.560], [0.174, -0.640, 4.367], [0.418, 1.780, 0.755], [1.145, 1.904, -0.519]]
}


{
  "formula": "C2HF3N2",
  "method": "the ωB97M-V functional and the def2-TZVPD basis",
  "spin_multiplicity": 3,
  "e_homo_ha": [-0.326, -0.442],
  "charge": 0,
  "s_squared": 2.01,
  "gap_ev": [9.6, 11.2],
  "e_lumo_ev": [0.8, -0.8],
  "symbols": ["C", "C", "N", "N", "F", "F", "F", "H"],
  "positions_angstrom": [[0.0841, -0.6052, -0.0922], [-2.9686, -0.0282, 0.1813], [0.0309, -1.1923, -1.1753], [-0.7356, -1.6879, -0.0071], [-2.4181, 1.2592, 0.3627], [-3.8629, -0.1382, -0.8356], [-3.3497, -0.5405, 1.3237], [0.6099, 0.2573, 0.1900]],
  "forces_ev_per_angstrom": [[-0.238, -0.063, 0.559], [0.899, 1.171, -0.921], [-0.076, -1.310, -2.600], [0.362, 0.171, 0.808], [-1.713, -2.207, -0.472], [0.929, 0.759, 1.965], [-0.433, 0.517, -0.579], [0.269, 0.963, 1.240]]
}


Respective relative energy (zero: lowest compared OMol25 entry of this formula, charge and spin) values: 1.115; 0.720; 3.833; 5.594; 0.010 eV.